# 1
The following is a DFT calculation (ωB97M-V with the def2-TZVPD basis set) of a structure of composition C20H30As2F13O15Pt.

Computed properties:
HOMO-LUMO gap (spin up / spin down), eV: 7.13 / 6.15
<S²>: 2.01
Energy, eV: -212190.5518
Total charge: -1
Multiplicity: 3
LUMO level (spin up / spin down), Ha: -0.0242 / -0.0604

```
81
Properties=species:S:1:pos:R:3:forces:R:3
Pt 8.0318 -22.5874 7.4537 0.921 -2.031 2.480
As 4.8936 -24.5775 7.2341 -1.452 -2.873 1.423
F 3.6720 -25.8458 7.0914 0.309 0.692 0.408
F 6.1796 -25.7835 7.2449 -0.620 1.162 -0.419
F 6.1539 -23.2712 7.1445 -2.059 0.010 -0.007
F 3.6197 -23.3316 7.2941 1.267 -0.839 -0.204
F 4.8887 -24.6940 9.0215 0.002 0.694 -2.604
F 4.8603 -24.5991 5.4477 0.402 0.758 1.215
As 5.3614 -23.0638 12.5864 1.755 -0.293 -1.212
F 5.9740 -21.6524 11.5661 -0.707 -1.920 1.439
F 6.3884 -24.1935 11.5828 -1.316 1.257 1.167
F 4.8618 -24.5361 13.6034 0.233 2.391 -1.409
F 4.3866 -21.8818 13.5229 0.745 -1.499 -0.670
F 4.0268 -23.2589 11.3617 1.054 -0.010 1.812
F 6.8109 -22.8399 13.6674 -1.813 -0.135 -0.856
F 8.0644 -23.9192 9.1400 0.426 2.025 -2.395
C 1.1064 -21.2075 10.1972 -0.092 -0.448 -0.177
C 1.9896 -21.0123 8.9017 -0.027 -0.574 2.274
C 2.0539 -19.5503 8.4756 -2.357 -0.086 -0.286
O 3.0962 -19.0755 9.1990 0.890 3.033 0.816
C 3.9341 -20.0098 9.5519 3.660 -1.025 1.123
O 5.0829 -19.7876 9.9239 -3.010 -0.737 -1.087
O 3.3205 -21.2084 9.4031 1.133 -0.218 -0.590
H 1.4067 -21.9944 10.8891 0.754 -0.696 -0.827
H 0.0688 -21.4709 9.9918 -0.211 0.580 -0.211
H 1.2054 -20.4114 10.9351 -0.273 0.827 -0.644
H 1.7743 -21.7514 8.1301 0.118 0.069 0.050
H 1.1530 -19.0817 8.8716 -0.193 0.272 -0.414
H 2.2215 -19.2259 7.4485 -0.248 -0.716 -0.387
C -0.4662 -25.3965 6.1745 -0.828 2.226 0.237
C -0.2875 -23.9831 5.4950 0.916 -1.045 1.556
C 1.2087 -23.5744 5.2298 -1.861 -0.706 1.103
O 1.2911 -23.7914 3.8549 1.209 0.100 -0.681
C 0.0649 -23.8624 3.3332 1.346 0.789 -3.850
O -0.1581 -23.7148 2.1641 0.314 -0.203 -0.298
O -0.8494 -24.0737 4.1846 -2.052 -0.190 2.846
H 0.0606 -25.5191 7.1208 1.122 -0.117 -0.591
H -0.3316 -26.1264 5.3762 0.064 -0.318 0.616
H -1.4562 -25.3768 6.6301 -0.616 -0.491 -0.834
H -0.7681 -23.1544 6.0150 -0.323 -0.355 0.144
H 1.8596 -24.2308 5.8075 0.343 0.349 -0.266
H 1.3192 -22.5142 5.4574 0.415 -0.102 0.047
C 8.7811 -24.2029 1.5047 0.911 2.706 -2.200
C 9.7104 -24.4106 2.6611 -0.081 -0.968 -1.526
C 10.6346 -23.1830 3.1735 -2.044 -1.835 -2.836
O 9.6891 -22.6222 3.9940 -3.425 0.828 3.731
C 8.6280 -23.4584 4.3825 1.360 -2.251 1.140
O 7.8613 -23.3458 5.3733 2.601 0.627 -3.425
O 8.6900 -24.6369 3.6389 0.699 2.554 3.544
H 8.0464 -24.9364 1.1727 0.585 -0.612 0.710
H 9.4396 -23.9582 0.6712 -0.233 -0.076 -0.645
H 8.1976 -23.2958 1.6621 -0.105 0.211 0.088
H 10.2515 -25.2951 2.3253 0.256 -0.374 1.361
H 10.7312 -22.4849 2.3420 0.335 -0.120 -0.151
H 11.6190 -23.3494 3.6110 -0.401 -0.470 0.408
C 0.4355 -25.0429 10.3270 -0.468 -0.793 1.581
C 0.6758 -26.5865 10.3292 -0.220 0.933 -3.313
C 2.0743 -27.0733 9.8278 -2.420 0.621 0.851
O 2.5883 -27.6717 11.0423 0.682 0.339 -0.594
C 1.6094 -27.8114 11.9464 0.986 -1.716 3.683
O 1.7250 -28.3256 13.0790 -0.304 1.607 -4.043
O 0.4615 -27.3447 11.4607 -0.994 0.455 1.603
H -0.5621 -24.8475 10.7204 -0.136 -0.200 0.463
H 0.3124 -24.6091 9.3347 0.874 -0.331 -0.238
H 1.1313 -24.5094 10.9746 0.233 0.149 -0.369
H -0.0499 -26.9349 9.5942 -0.208 -0.210 -0.043
H 2.5238 -26.1742 9.4063 1.241 -0.611 0.419
H 1.8288 -27.8235 9.0761 0.903 -0.212 0.039
C 4.0396 -21.3243 5.3254 -0.840 0.071 -0.688
C 4.2869 -20.1756 4.3744 -1.025 0.030 -0.201
C 3.1281 -19.9410 3.2748 3.183 1.011 1.352
O 3.0138 -18.4311 3.4025 -2.426 -2.300 -2.835
C 3.6239 -17.9102 4.3985 2.183 1.170 3.221
O 3.6835 -16.7195 4.7090 -0.209 -3.527 -0.818
O 4.2557 -18.9755 5.1110 -0.186 2.465 -0.002
H 3.0217 -21.2105 5.6983 -0.053 -0.093 0.154
H 4.6779 -21.4047 6.2053 0.252 0.213 -0.399
H 4.0671 -22.2315 4.7218 0.110 -0.326 0.332
H 5.2675 -20.2967 3.9140 0.063 0.223 -0.297
H 2.2874 -20.6064 3.4710 -0.616 1.009 0.104
H 3.5468 -20.1319 2.2867 -0.402 0.192 0.005
```
Forces are in eV/Å.

---

# 2
The following is a DFT calculation (ωB97M-V with the def2-TZVPD basis set) of a structure of composition C19H47IInO16S5.

Computed properties:
HOMO-LUMO gap, eV: 5.71
Energy, eV: -120671.4855
Total charge: -1
Multiplicity: 1
LUMO level, Ha: 0.0617

```
89
Properties=species:S:1:pos:R:3:forces:R:3
C 4.1561 4.5914 -0.6527 0.194 0.079 0.690
C 3.6699 5.8287 -0.4589 0.223 0.579 -1.523
In 1.7496 6.5551 -1.3410 0.498 0.439 -0.737
C 0.4819 4.6776 -1.5400 0.506 1.199 1.162
C -0.3475 4.2921 -0.3683 -0.278 -1.611 -0.998
O -0.7303 3.1710 -0.1516 0.218 0.587 0.357
I -1.0227 5.7343 1.1466 -0.088 0.088 -0.033
H 4.4745 3.9824 0.1951 1.285 0.257 -0.110
H 4.3037 4.1401 -1.6268 -1.351 -0.576 -0.146
H 4.2080 6.4773 0.2317 -0.883 -0.537 1.421
H 1.8887 7.2286 -2.9988 -0.042 -0.155 0.083
H 1.0744 7.8093 -0.2985 0.068 -0.163 0.000
H -0.1257 4.7262 -2.4339 -0.392 0.246 -0.048
H 1.1740 3.8589 -1.6894 0.016 -0.348 0.019
O -2.7572 -1.1121 3.0264 -0.036 -0.235 -0.428
S -2.2105 -0.7532 1.7449 0.312 0.505 -0.088
O -2.6662 -1.4195 0.5625 -0.187 -0.172 0.085
O -0.6270 -0.8607 1.8275 -0.018 0.061 0.031
C -0.0575 -2.1012 2.2877 0.227 -0.565 0.064
C -0.1277 -3.1954 1.2399 -0.228 0.036 -0.117
C -2.3121 0.9807 1.5084 -0.014 0.001 0.057
H -0.5384 -2.4103 3.2176 -0.120 0.128 -0.029
H 0.9829 -1.8807 2.5177 -0.043 0.268 -0.033
H -1.1578 -3.4849 1.0370 -0.004 -0.005 0.025
H 0.4122 -4.0784 1.5832 0.069 0.054 0.043
H 0.3066 -2.8534 0.3008 0.077 -0.009 0.025
H -1.9379 1.4856 2.3946 0.046 0.010 -0.021
H -3.3603 1.2240 1.3468 -0.025 -0.067 0.008
H -1.7274 1.2535 0.6357 0.044 0.074 0.039
O 0.2661 2.3331 -3.4465 0.276 -0.182 -0.356
S -0.4832 1.1395 -3.6684 -0.506 -0.037 0.339
O 0.1667 -0.0809 -4.0484 0.168 0.036 -0.073
O -1.6488 1.4526 -4.7131 -0.075 -0.108 0.038
C -1.2727 2.0300 -5.9779 0.204 0.182 -0.486
C -0.6355 1.0214 -6.9145 0.120 -0.154 0.157
C -1.5075 0.8196 -2.2755 -0.167 -0.037 -0.051
H -0.6184 2.8875 -5.8115 0.026 -0.052 0.148
H -2.1968 2.4062 -6.4127 -0.118 -0.047 0.199
H 0.3251 0.6790 -6.5330 0.010 0.030 0.002
H -0.4713 1.4707 -7.8943 -0.074 0.049 0.006
H -1.2750 0.1453 -7.0269 -0.047 0.036 -0.055
H -2.0256 1.7348 -2.0035 0.067 0.031 0.022
H -0.8528 0.4999 -1.4682 0.068 0.040 -0.029
H -2.2074 0.0270 -2.5281 0.029 -0.029 -0.012
O 6.7682 1.8348 2.0898 -0.057 -0.001 -0.209
S 6.6725 0.5973 2.7943 0.009 -0.012 0.450
O 6.3518 -0.6141 2.1050 0.017 0.007 -0.176
O 5.6839 0.7762 4.0259 0.091 -0.053 0.079
C 4.3500 1.2742 3.7700 -0.567 0.173 -0.176
C 3.4516 0.2317 3.1371 0.144 -0.194 -0.170
C 8.1388 0.3401 3.7361 0.042 -0.005 0.073
H 4.3995 2.1773 3.1602 0.180 -0.046 -0.049
H 3.9577 1.5621 4.7429 0.220 -0.045 0.106
H 3.7866 -0.0211 2.1321 -0.011 0.041 -0.018
H 2.4301 0.6069 3.0684 0.019 0.074 0.071
H 3.4572 -0.6881 3.7240 -0.041 0.040 0.067
H 8.3672 1.2480 4.2866 -0.020 0.012 -0.004
H 8.9343 0.1112 3.0309 -0.032 0.015 -0.056
H 7.9803 -0.4987 4.4082 -0.020 -0.008 -0.009
O -1.6898 -3.9065 -9.4658 -0.004 0.206 -0.061
S -2.8350 -4.3062 -8.7078 0.002 -0.414 0.267
O -3.9300 -3.4077 -8.5173 0.010 0.166 -0.140
O -2.3531 -4.8574 -7.2992 -0.063 -0.095 -0.061
C -1.5179 -4.0028 -6.4821 0.312 0.442 0.373
C -2.2916 -2.8798 -5.8247 -0.199 0.096 -0.145
C -3.4542 -5.8311 -9.3338 -0.001 -0.076 -0.012
H -0.6896 -3.6187 -7.0788 -0.087 -0.051 -0.148
H -1.0933 -4.6543 -5.7215 -0.103 -0.211 -0.117
H -2.6705 -2.1748 -6.5633 0.025 0.011 -0.008
H -1.6477 -2.3326 -5.1347 0.066 -0.063 -0.005
H -3.1503 -3.2704 -5.2783 0.045 -0.034 0.055
H -2.6277 -6.5259 -9.4508 0.015 0.009 0.014
H -3.9129 -5.6183 -10.2965 0.017 0.060 -0.005
H -4.1973 -6.2161 -8.6412 -0.004 0.021 0.016
O -1.4300 0.1477 7.0234 0.050 0.143 0.153
S -2.7443 -0.3703 7.2543 -0.219 -0.318 -0.217
O -3.6678 0.3505 8.0777 0.101 0.161 0.051
O -2.6050 -1.8584 7.8213 -0.076 -0.050 -0.085
C -1.7793 -2.0563 8.9824 0.261 -0.011 0.460
C -2.4419 -1.5790 10.2605 -0.115 0.189 -0.057
C -3.5084 -0.7797 5.7271 -0.112 -0.055 0.387
H -0.8113 -1.5746 8.8332 -0.064 0.083 -0.112
H -1.6035 -3.1293 9.0357 -0.101 -0.031 -0.204
H -2.5686 -0.4978 10.2608 0.023 0.003 -0.007
H -1.8322 -1.8502 11.1232 0.028 -0.077 -0.041
H -3.4309 -2.0241 10.3681 0.023 -0.061 0.022
H -2.8168 -1.3545 5.1321 0.077 -0.033 -0.038
H -3.7547 0.1522 5.2268 0.071 0.044 0.006
H -4.4136 -1.3442 5.9361 -0.008 0.021 0.033
```
Forces are in eV/Å.

---

# 3
The following is a DFT calculation (ωB97M-V with the def2-TZVPD basis set) of a structure of composition C29H30N6O3PPbS5Sb.

Computed properties:
HOMO-LUMO gap, eV: 5.99
Energy, eV: -120900.0659
Total charge: -2
Multiplicity: 1
LUMO level, Ha: 0.1404
Relative energy (zero: lowest compared OMol25 entry of this formula, charge and spin), eV: 0.556

```
76
Properties=species:S:1:pos:R:3:forces:R:3
Pb 0.6644 0.6513 0.2723 0.077 -0.048 -0.002
N 1.3631 5.4561 3.9596 -0.019 0.001 -0.006
C 0.2699 4.6149 3.6985 0.045 0.034 0.008
C -0.2040 4.4850 2.3933 -0.016 -0.015 0.003
C -1.2088 3.5860 2.1076 0.001 -0.003 -0.011
C -1.7805 2.8265 3.1234 -0.022 -0.015 -0.042
C -1.3735 3.0085 4.4351 0.025 -0.022 0.000
C -0.3561 3.9082 4.7213 -0.022 -0.016 0.010
S -2.7733 1.4312 2.6714 -0.019 -0.046 0.001
O -3.6034 1.0740 3.7968 -0.003 0.029 0.023
O -3.4873 1.7968 1.4560 0.027 -0.015 -0.019
N -1.6703 0.3704 2.2390 0.010 0.068 0.029
C -0.7207 -0.0402 3.1103 0.013 -0.045 -0.007
N -0.9210 -0.1486 4.4374 0.033 -0.015 0.020
C 0.1086 -0.5575 5.1664 -0.044 0.011 -0.010
C 1.3497 -0.8815 4.6495 0.030 -0.013 -0.001
C 1.4879 -0.7337 3.2793 0.001 0.011 -0.003
N 0.4739 -0.3345 2.5296 -0.095 0.084 0.045
H 1.9876 5.4969 3.1644 0.013 -0.017 0.006
H 1.8865 5.1543 4.7689 0.003 -0.002 -0.004
H 0.2810 5.0249 1.5900 0.003 0.015 0.003
H -1.5209 3.4380 1.0816 0.013 0.014 0.006
H -1.8218 2.4036 5.2114 -0.004 0.003 0.009
H -0.0027 4.0195 5.7408 0.000 0.000 0.000
H -0.0737 -0.6212 6.2373 -0.001 -0.003 0.002
H 2.1766 -1.1872 5.2727 0.007 0.002 -0.009
H 2.4248 -0.9072 2.7559 0.005 -0.007 0.014
S 5.1170 2.0268 -1.2436 0.042 0.015 0.028
Sb 4.1586 1.1930 0.6555 -0.038 0.001 -0.012
S 2.2499 2.5337 1.2478 0.042 -0.022 -0.019
S 2.9106 -0.7772 0.1004 -0.032 -0.037 0.030
S 5.4185 0.7672 2.5064 0.014 0.026 -0.013
N -0.0472 -2.4969 -2.7245 -0.027 -0.004 -0.009
P -1.2250 -2.0048 -1.5750 -0.063 0.147 -0.195
C -2.5153 -3.2311 -2.0621 0.073 -0.120 0.106
C -2.3100 -4.6087 -1.9759 -0.011 -0.001 0.026
C -3.2924 -5.4999 -2.3765 -0.010 0.006 -0.004
C -4.5075 -5.0230 -2.8559 0.009 0.002 0.003
C -4.7312 -3.6571 -2.9269 -0.010 0.001 -0.007
C -3.7388 -2.7673 -2.5314 0.004 0.022 -0.033
C -0.6625 -2.7820 -0.0162 -0.053 -0.022 0.021
C -1.5469 -2.7408 1.0652 0.028 -0.005 -0.019
C -1.1766 -3.2596 2.2929 0.016 -0.001 0.011
C 0.0947 -3.7996 2.4624 -0.005 0.017 0.010
C 0.9902 -3.8076 1.4058 0.005 0.001 -0.014
C 0.6123 -3.3027 0.1660 0.017 -0.017 0.005
C 1.0268 -1.6966 -3.1148 0.016 -0.044 0.044
C 2.0533 -2.2279 -3.9017 -0.001 -0.025 0.011
C 3.1304 -1.4168 -4.2006 0.008 0.000 -0.008
C 3.1628 -0.1129 -3.7277 0.004 0.007 0.004
C 2.0848 0.3196 -2.9800 -0.002 -0.027 -0.021
N 1.0306 -0.4444 -2.6883 -0.024 0.113 -0.078
H 0.0494 -3.4756 -2.9486 0.007 -0.005 0.021
H -1.3787 -4.9833 -1.5627 -0.003 -0.002 -0.003
H -3.1191 -6.5668 -2.3019 0.001 0.000 0.001
H -5.2809 -5.7176 -3.1610 -0.001 0.000 0.000
H -5.6811 -3.2794 -3.2848 0.000 0.000 -0.001
H -3.9147 -1.6992 -2.5806 0.001 -0.001 -0.001
H -2.5166 -2.2677 0.9537 -0.006 0.000 0.005
H -1.8618 -3.2010 3.1298 0.002 0.004 -0.003
H 0.3990 -4.1696 3.4339 0.000 -0.006 0.001
H 2.0007 -4.1701 1.5464 0.000 0.000 0.001
H 1.3323 -3.2776 -0.6433 0.001 0.003 0.002
H 2.0108 -3.2583 -4.2345 0.003 -0.001 0.003
H 3.9571 -1.8114 -4.7795 0.001 -0.002 0.001
H 4.0159 0.5361 -3.8589 0.001 -0.001 -0.002
H 2.0929 1.3210 -2.5613 -0.014 0.003 -0.004
C -2.8040 1.0718 -3.1819 0.009 -0.011 0.026
C -3.2857 1.2149 -1.7528 0.056 0.008 -0.075
O -2.5407 2.2530 -1.1506 -0.013 0.077 0.120
H -3.3632 0.3002 -3.7180 0.002 -0.009 0.008
H -1.7459 0.8036 -3.1845 -0.002 -0.019 -0.018
H -2.9244 2.0165 -3.7162 0.002 0.005 0.004
H -3.1351 0.2750 -1.2101 -0.008 0.022 0.007
H -4.3606 1.4445 -1.7251 -0.004 0.005 -0.020
H -2.7331 2.2139 -0.1965 -0.099 -0.094 -0.004
```
Forces are in eV/Å.

---

# 4
The following is a DFT calculation (ωB97M-V with the def2-TZVPD basis set) of a structure of composition C19H13CsF6N5O8S2.

Computed properties:
HOMO-LUMO gap, eV: 7.84
Energy, eV: -82272.3653
Total charge: -1
Multiplicity: 1
LUMO level, Ha: 0.0726
Relative energy (zero: lowest compared OMol25 entry of this formula, charge and spin), eV: 0.000

```
54
Properties=species:S:1:pos:R:3:forces:R:3
Cs -0.2009 0.6033 -0.4678 -0.248 0.044 0.509
O 3.3992 -2.9460 -1.2854 0.000 -0.021 0.019
C 2.1310 -2.5448 -1.0563 0.002 0.011 0.002
O 1.6800 -2.4753 0.0587 -0.008 0.045 -0.008
C 1.4004 -2.1849 -2.3116 -0.002 -0.003 -0.016
C 2.0618 -2.0667 -3.5207 -0.001 -0.027 -0.019
C 1.3234 -1.6365 -4.6171 0.010 -0.006 0.004
C -0.0142 -1.3455 -4.4511 -0.020 -0.037 0.003
C -0.5934 -1.4708 -3.1838 0.005 -0.082 -0.113
N 0.1088 -1.9006 -2.1412 -0.005 0.151 0.033
C -2.0625 -1.0281 -2.9848 -0.059 -0.036 -0.027
O -2.7845 -1.1886 -3.9777 -0.011 -0.002 0.007
O -2.3250 -0.5212 -1.8677 -0.079 -0.133 -0.173
H 3.7975 -3.0748 -0.4123 -0.005 0.004 -0.021
H 3.1181 -2.2774 -3.5920 0.001 0.002 0.002
H 1.8007 -1.5170 -5.5817 -0.001 0.002 -0.001
H -0.6432 -1.0103 -5.2634 -0.003 -0.002 -0.001
N -2.9976 1.1600 3.0184 -0.004 0.004 -0.007
C -2.6118 -0.1723 2.8826 0.020 0.002 0.012
C -3.4909 -1.1441 3.3859 0.001 0.004 0.000
C -3.1582 -2.4708 3.2387 -0.014 -0.002 0.011
C -1.9666 -2.8085 2.6068 0.026 0.006 0.008
C -1.1647 -1.7780 2.1595 -0.023 -0.028 0.013
N -1.4697 -0.4832 2.2943 0.004 -0.044 -0.093
C -2.4363 2.3420 2.5406 -0.010 -0.010 0.004
C -3.2505 3.4863 2.5563 0.008 0.002 0.003
C -2.7242 4.6748 2.1057 0.005 0.004 0.001
C -1.4105 4.7087 1.6485 -0.004 -0.001 0.014
C -0.6918 3.5303 1.6767 -0.013 0.023 0.022
N -1.1837 2.3658 2.1158 0.011 0.029 -0.027
H -3.9383 1.2703 3.3547 0.003 0.002 0.000
H -4.4169 -0.8507 3.8651 0.001 0.003 -0.001
H -3.8281 -3.2383 3.6058 0.006 -0.004 -0.003
H -1.6724 -3.8365 2.4526 -0.005 -0.002 0.007
H -0.2306 -1.9944 1.6506 0.000 -0.001 -0.020
H -4.2753 3.4248 2.9018 0.001 0.000 0.000
H -3.3357 5.5684 2.0994 0.003 0.002 0.000
H -0.9583 5.6161 1.2753 0.001 0.002 0.002
H 0.3319 3.5030 1.3201 0.005 0.006 0.000
F 2.1134 4.3233 -3.0565 0.011 0.027 -0.001
C 2.2531 3.0040 -3.0696 0.003 -0.041 0.000
F 1.0831 2.4611 -3.4418 -0.024 0.039 0.028
F 3.1696 2.6770 -3.9805 0.027 -0.013 -0.018
S 2.7059 2.3309 -1.4058 0.228 0.064 0.002
O 2.5064 0.9157 -1.5951 0.134 0.101 0.014
O 1.8211 3.0295 -0.5029 -0.005 -0.124 -0.123
N 4.2168 2.6149 -1.2025 0.035 -0.024 -0.063
S 4.8088 3.9693 -0.6300 -0.010 0.096 0.017
O 4.3084 5.1524 -1.2696 0.005 -0.009 0.014
O 4.9695 3.9637 0.7932 -0.010 -0.021 -0.008
C 6.5162 3.7574 -1.2899 0.011 0.006 0.005
F 6.5260 3.7074 -2.6223 -0.009 0.001 0.000
F 7.2516 4.8080 -0.9056 0.002 -0.005 -0.011
F 7.0940 2.6513 -0.8206 0.004 -0.003 0.000
```
Forces are in eV/Å.

---

no.,strongest force on any atom (Eh/bohr)
1,0.100
2,0.037
3,0.005
4,0.011